Entry 1:
Below is a structure of composition C60H47F9O8V2 at a distorted geometry, with properties calculated with ωB97M-V with the def2-TZVPD basis set.

Structure (XYZ):
```
126
Properties=species:S:1:pos:R:3:forces:R:3
O -0.4850 3.7511 3.4108 0.158 0.516 -0.201
V 0.4628 3.5444 2.1773 -0.851 -2.879 -1.024
O 0.8291 4.9206 1.5146 0.084 0.334 0.051
O 2.1047 -3.9650 -3.2754 -0.128 0.141 0.553
V 1.0593 -3.5753 -2.1655 -1.270 2.135 2.532
O 0.4257 -4.8991 -1.5417 0.549 1.134 -0.917
C -0.3643 0.5625 -1.0569 -0.337 3.806 3.750
C 0.1703 -0.6676 -1.1191 1.093 -1.490 0.878
C 0.9894 -1.2624 -0.0152 -0.155 -0.375 -0.375
O 1.5719 -2.4322 -0.1138 -0.486 -1.761 -3.118
C 1.1471 -0.6415 1.1900 -0.929 3.562 0.966
C 0.6707 0.7181 1.3870 -2.268 -3.941 -7.945
C -0.1837 1.3881 0.1835 2.123 -4.435 -0.535
O -0.5286 2.5843 0.3250 0.190 2.327 1.686
O 0.7696 1.3691 2.3795 1.011 4.985 5.164
O -0.0383 -1.3295 -2.2051 1.087 -3.655 -1.352
H -0.9151 0.9795 -1.8870 -0.058 0.012 -0.055
H 1.6892 -1.0194 2.0442 0.095 -0.451 -0.235
F -0.4922 -3.5489 -4.4483 1.060 -0.148 0.337
C -1.7661 -3.4769 -4.8550 -1.041 0.158 -0.121
C -2.6114 -2.6146 -4.1643 -0.483 -0.558 -0.826
C -3.9494 -2.5579 -4.5785 0.836 -0.632 -0.386
C -4.3638 -3.3138 -5.6808 0.637 -0.262 -0.763
C -3.4591 -4.1643 -6.3886 -0.234 0.792 1.248
C -2.1518 -4.2739 -5.9457 0.076 0.898 0.807
H -2.2898 -1.9666 -3.3624 0.448 -0.211 0.122
H -4.5774 -1.9168 -3.9778 -0.445 0.022 -0.404
H -5.3477 -3.1839 -6.1069 -0.236 -0.105 0.264
H -3.7267 -4.7632 -7.2466 -0.440 0.177 -0.044
H -1.4201 -4.8958 -6.4401 0.037 -0.056 0.050
F 2.6281 3.4671 3.0823 -0.604 0.291 0.136
C 3.8619 2.9209 3.1981 1.169 -1.754 0.185
C 4.9553 3.7445 3.2359 1.757 0.275 -0.293
C 6.2756 3.1894 3.3171 -2.237 0.549 -0.637
C 6.3902 1.8270 3.2808 1.338 0.353 0.108
C 5.3017 0.9929 3.2274 -1.106 -0.095 0.782
C 4.0031 1.5140 3.2652 0.291 0.866 -0.392
H 4.9041 4.8110 3.0737 -0.488 0.104 0.231
H 7.1483 3.8221 3.2488 -0.072 0.136 0.234
H 7.4008 1.4470 3.3060 0.007 -0.442 -0.062
H 5.5043 -0.0657 3.2956 -0.403 -0.190 -0.210
H 3.1171 0.8968 3.2882 -0.040 -0.073 -0.094
F -5.4580 -2.4234 -1.4679 0.916 -0.287 -0.049
C -5.3706 -1.0827 -1.4641 -1.939 1.627 0.098
C -4.2061 -0.3406 -1.2647 0.282 -1.210 0.025
C -4.2445 1.0324 -1.2059 -1.989 0.570 -0.022
C -5.4993 1.6783 -1.3449 0.670 -0.335 0.496
C -6.6942 0.9536 -1.4527 1.249 -0.335 -0.727
C -6.6326 -0.4433 -1.5784 1.155 0.506 0.479
H -3.2373 -0.7845 -1.0891 0.008 -0.507 -0.056
H -3.3453 1.5663 -0.9359 0.063 0.179 -0.260
H -5.5258 2.7566 -1.2901 -0.094 0.109 0.046
H -7.6182 1.5061 -1.5382 -0.176 -0.177 0.064
H -7.5279 -1.0367 -1.6911 0.026 -0.121 -0.012
F -3.8637 7.7107 3.5147 -0.444 0.871 0.918
C -3.6041 6.9030 2.5118 0.462 -2.326 -2.540
C -3.1011 7.4071 1.2968 0.139 -0.173 0.474
C -2.7294 6.5319 0.2716 -0.716 -1.114 1.368
C -2.9014 5.1506 0.4824 0.302 -0.112 0.004
C -3.3663 4.5946 1.6950 -0.194 2.111 -0.785
C -3.8112 5.5076 2.6632 0.735 0.585 0.214
H -2.9327 8.4658 1.1663 -0.055 0.154 0.203
H -2.2568 6.8713 -0.6383 -0.178 0.156 -0.030
H -2.6122 4.4975 -0.3276 0.191 -0.235 0.072
H -3.3696 3.5282 1.8656 -0.182 -0.024 -0.044
H -4.2067 5.1513 3.6029 0.020 0.000 0.162
F 3.4149 -1.7913 4.9665 -0.487 0.996 1.100
C 4.2296 -2.6052 4.3223 -1.406 -0.410 -3.329
C 3.8690 -2.8529 2.9691 0.605 0.200 0.619
C 4.5962 -3.8121 2.2826 -0.732 0.448 0.919
C 5.5783 -4.4775 2.9903 1.029 -0.773 -2.183
C 6.0095 -4.1077 4.2193 0.664 -0.669 1.026
C 5.2870 -3.1863 4.9144 -0.429 0.919 1.677
H 3.0810 -2.2664 2.5201 -0.071 -0.188 -0.040
H 4.4247 -4.1140 1.2599 -0.352 0.271 -0.020
H 6.0651 -5.2214 2.3771 0.508 -0.320 0.434
H 6.8462 -4.5326 4.7540 0.138 -0.430 -0.370
H 5.4134 -2.9266 5.9550 0.547 -0.102 0.128
F -0.4839 2.2028 -8.1591 -0.026 -0.060 0.130
C -0.0319 1.4090 -7.1529 0.468 0.414 0.341
C -0.7236 1.3865 -5.9503 0.288 -1.064 0.014
C -0.2312 0.5344 -4.9265 -0.340 1.194 -0.707
C 0.9281 -0.1552 -5.1454 0.139 -1.235 -0.230
C 1.5186 -0.1981 -6.4105 0.914 0.285 1.205
C 1.1538 0.6945 -7.3753 -1.401 -0.119 -0.634
H -1.6697 1.8994 -5.8588 0.043 0.174 0.025
H -0.7188 0.4047 -3.9716 -0.140 0.218 -0.015
H 1.3090 -0.7905 -4.3594 -0.027 -0.090 0.072
H 2.3535 -0.8672 -6.5577 0.151 0.033 -0.104
H 1.6376 0.6957 -8.3409 -0.061 0.209 -0.089
F -2.7794 1.8933 4.6052 0.410 0.988 1.248
C -3.1861 0.9138 3.8279 0.973 0.166 -1.291
C -4.4936 0.7740 3.5680 -2.756 0.115 0.066
C -4.9051 -0.2654 2.7832 0.747 -1.664 -1.397
C -3.9601 -1.0918 2.1533 0.186 0.574 -0.188
C -2.5843 -0.8267 2.2536 -1.502 0.218 1.151
C -2.2332 0.1954 3.1532 0.916 -1.549 0.297
H -5.2848 1.4137 3.9304 0.319 0.335 0.490
H -5.9345 -0.5041 2.5600 -0.230 0.364 0.277
H -4.3209 -1.9072 1.5438 0.057 -0.092 -0.124
H -1.9000 -1.4960 1.7535 0.415 0.306 0.080
H -1.2481 0.2808 3.5874 0.483 0.299 -0.706
F 3.0517 2.6635 0.3609 -0.256 0.291 -0.845
C 3.3386 3.0159 -0.9403 1.333 -0.359 0.663
C 4.5689 3.6014 -1.1600 0.669 0.367 -1.123
C 4.9710 3.8695 -2.4901 -1.723 -0.279 0.680
C 4.0618 3.6211 -3.5363 -0.452 -0.191 0.760
C 2.7772 3.0465 -3.2848 1.938 0.275 0.978
C 2.4977 2.6555 -1.9568 -0.919 0.677 -0.557
H 5.2393 3.8626 -0.3546 -0.115 -0.144 0.238
H 5.9200 4.3536 -2.6678 0.061 -0.092 -0.110
H 4.3818 3.9222 -4.5228 -0.284 -0.126 -0.241
H 2.0795 2.9064 -4.0971 -0.076 -0.204 0.083
H 1.5762 2.2107 -1.6114 -0.289 -0.253 -0.490
F 0.2138 -8.0451 4.8696 -0.314 0.037 -0.660
C 0.2132 -6.8836 4.1624 0.888 1.250 -0.031
C 0.6352 -5.7569 4.8628 -0.637 -0.575 1.145
C 0.6744 -4.5094 4.2991 0.387 0.127 -1.357
C 0.3889 -4.4088 2.9388 -0.528 -0.384 -1.317
C 0.0378 -5.5221 2.1643 0.186 -0.787 1.840
C -0.0420 -6.7870 2.8091 -0.204 0.019 -0.346
H 0.8071 -5.8897 5.9208 0.265 0.006 0.132
H 1.0514 -3.6357 4.8100 -0.209 -0.028 0.331
H 0.3969 -3.4966 2.3605 0.294 0.474 0.409
H -0.1602 -5.4229 1.1072 0.015 -0.020 -0.027
H -0.3016 -7.6906 2.2775 -0.060 -0.014 -0.221
```
Positions in Å, forces in eV/Å.

The calculation puts the molecular weight at 1168.9 Da. The total energy is -5703.307714 Ha. The strongest force on any atom is 0.17803 hartree/bohr. The spin multiplicity is 2. As for the charge: -1. The calculation puts the frontier orbital gap (spin up / spin down) at 4.225 / 6.290 eV.


Entry 2:
Below is a cluster of 2 separate species, C2HCl2N in total at a distorted geometry, with properties calculated with ωB97M-V with the def2-TZVPD basis set.

Structure (XYZ):
```
6
Properties=species:S:1:pos:R:3:forces:R:3
C 1.4577 0.1009 0.3548 -5.035 0.033 -1.258
C -0.7721 0.0529 -0.2195 2.708 -0.832 0.945
N 2.5620 0.2331 0.5933 2.090 0.150 0.479
Cl -0.8256 -1.2244 -1.3468 -0.089 0.301 0.107
Cl -1.5867 -0.2054 1.2541 0.143 0.191 -0.319
H -0.8353 1.0429 -0.6359 0.183 0.157 0.047
```
Positions in Å, forces in eV/Å.

The calculation puts the molecular weight at 109.9 Da. The total energy is -1051.819198 Ha. The strongest force on any atom is 0.10093 hartree/bohr. The calculation puts the frontier orbital gap (spin up / spin down) at 9.176 / 9.175 eV. The relative energy (zero: lowest compared OMol25 entry of this formula, charge and spin) is 279.2 kJ/mol.


Entry 3:
Below is a structure of composition C23H32N3O7P2RhSi, with properties calculated with ωB97M-V with the def2-TZVPD basis set.

Structure (XYZ):
```
69
Properties=species:S:1:pos:R:3:forces:R:3
Rh -1.6003 -0.1928 0.4120 0.143 0.086 -0.091
C -0.1042 -0.9895 1.7440 -0.124 0.108 0.083
Si 1.5715 -0.9688 1.0300 -0.053 -0.152 -0.062
C 2.3612 0.8261 1.1825 0.033 0.138 -0.024
N 1.5859 1.8849 0.6810 0.117 -0.057 -0.027
C 0.6499 2.5980 1.5165 -0.051 0.037 0.004
C 1.0055 4.0997 1.5755 0.005 0.003 0.002
C 1.7270 4.5526 0.3008 0.007 -0.023 -0.023
C 1.2391 3.7361 -0.8931 -0.007 -0.016 0.066
C 1.6581 2.2756 -0.7182 -0.120 -0.013 0.009
C 2.8807 -1.9406 1.9638 -0.025 0.035 0.029
C 3.7876 -2.7915 1.3310 0.008 0.004 0.009
C 4.7392 -3.4928 2.0614 -0.002 0.000 -0.020
C 4.8001 -3.3516 3.4393 -0.005 0.003 -0.005
C 3.9035 -2.5126 4.0883 -0.003 0.003 0.016
C 2.9531 -1.8186 3.3554 0.032 -0.032 -0.015
C 1.6049 -1.4506 -0.7749 0.019 -0.013 0.015
C 0.5481 -2.1964 -1.3030 0.030 0.024 0.059
C 0.5473 -2.5986 -2.6290 0.011 -0.015 -0.045
C 1.6010 -2.2480 -3.4610 -0.030 -0.008 0.015
C 2.6614 -1.5099 -2.9573 0.027 0.013 0.008
C 2.6638 -1.1252 -1.6239 -0.015 0.008 -0.031
H -0.1654 -0.4158 2.6753 0.049 -0.024 0.011
H -0.3887 -2.0197 1.9842 0.000 -0.012 -0.009
H 3.3167 0.7655 0.6570 -0.015 -0.012 -0.020
H 2.5338 0.9526 2.2535 -0.036 0.006 0.001
H 0.6243 2.1343 2.4997 0.007 -0.005 0.002
H -0.3420 2.4927 1.0724 0.018 -0.017 -0.023
H 1.6181 4.2986 2.4559 0.000 -0.002 0.001
H 0.0548 4.6216 1.6866 0.003 0.001 0.009
H 2.8093 4.4211 0.4103 -0.002 0.004 0.003
H 1.5526 5.6154 0.1374 -0.007 0.000 -0.006
H 1.6507 4.0938 -1.8358 0.007 0.002 -0.002
H 0.1548 3.8076 -0.9739 0.004 0.012 -0.018
H 2.6812 2.0942 -1.0534 0.008 0.002 0.007
H 0.9822 1.6073 -1.2748 0.070 -0.030 -0.013
H 3.7456 -2.9162 0.2551 0.003 -0.005 0.000
H 5.4310 -4.1521 1.5522 0.001 0.000 0.005
H 5.5410 -3.8982 4.0087 -0.001 0.001 0.002
H 3.9421 -2.4062 5.1652 0.001 -0.001 -0.003
H 2.2449 -1.1835 3.8792 -0.001 0.002 -0.003
H -0.2903 -2.4651 -0.6655 0.007 -0.006 -0.024
H -0.2777 -3.1817 -3.0195 -0.005 0.004 0.007
H 1.5939 -2.5465 -4.5013 0.000 -0.001 0.000
H 3.4849 -1.2334 -3.6034 -0.001 0.002 0.004
H 3.5111 -0.5591 -1.2484 -0.003 -0.002 -0.002
O -4.3128 3.1339 -0.0591 -0.005 -0.036 0.014
P -2.7769 2.9363 0.3994 0.053 -0.058 0.037
O -2.2927 4.0922 1.1794 -0.005 0.016 -0.045
O -2.6874 1.5511 1.0076 -0.150 0.016 -0.055
O -1.9899 2.9225 -1.0152 0.007 -0.122 -0.053
P -1.7893 1.7587 -2.1499 -0.016 0.159 0.200
O -3.2864 1.1667 -2.2765 0.036 0.027 -0.006
O -1.2798 2.3988 -3.3673 0.017 -0.014 0.011
O -0.9821 0.6416 -1.5093 -0.064 -0.019 -0.032
H -4.5555 4.0604 0.0505 0.024 0.003 0.013
H -3.9222 1.8734 -2.4419 -0.016 -0.016 -0.027
C -6.5003 -2.7361 -0.7853 -0.017 0.001 0.010
N -5.1142 -2.3372 -0.9334 -0.012 0.002 0.040
C -4.3403 -2.4767 -2.0622 0.009 0.019 -0.010
C -3.1408 -1.9070 -1.7717 -0.006 0.000 -0.049
N -3.1701 -1.4326 -0.4846 0.012 -0.042 0.075
C -4.3679 -1.7007 -0.0135 0.007 0.010 -0.027
H -6.6258 -3.7730 -1.0904 0.010 -0.003 0.001
H -7.1479 -2.1001 -1.3868 0.007 -0.002 -0.009
H -6.7847 -2.6413 0.2596 0.002 0.002 0.000
H -4.7173 -2.9441 -2.9545 0.004 0.007 -0.004
H -2.2791 -1.7594 -2.4002 0.001 -0.005 0.014
H -4.7300 -1.4401 0.9674 -0.003 0.005 -0.001
```
Positions in Å, forces in eV/Å.

The calculation puts the molecular weight at 655.5 Da. The total energy is -2669.572972 Ha. The strongest force on any atom is 0.00498 hartree/bohr. The spin multiplicity is 5. The calculation puts the frontier orbital gap (spin up / spin down) at 8.287 / 6.809 eV. The relative energy (zero: lowest compared OMol25 entry of this formula, charge and spin) is 0.0 kJ/mol.


Entry 4:
Below is a cluster of 2 separate species, C5H8N2O in total at a distorted geometry, with properties calculated with ωB97M-V with the def2-TZVPD basis set.

Structure (XYZ):
```
16
Properties=species:S:1:pos:R:3:forces:R:3
H -0.3914 1.5704 -2.1172 1.085 0.244 -0.161
N -0.1500 0.6404 -1.7822 -1.775 -0.074 1.074
C 0.1606 0.6153 -0.5475 2.484 -2.263 -0.914
C 1.1201 1.5408 0.1550 -1.089 0.724 0.432
C 0.0921 -0.8314 0.1241 2.259 -0.435 -2.395
C -0.1720 -1.8872 -0.6698 -0.631 0.688 0.805
O 0.7997 -0.9754 1.2988 -0.559 0.536 0.249
H 0.6981 1.8392 1.1095 0.144 0.096 0.252
H 1.2853 2.4376 -0.4383 0.022 -0.035 -0.076
H 2.0653 1.0404 0.3560 -0.076 -0.167 -0.193
H -0.5689 -1.7131 -1.6536 -0.044 0.069 -0.118
H -0.1164 -2.9035 -0.3053 0.157 -0.093 0.066
H 1.0508 -1.8995 1.4175 -0.151 0.096 -0.110
C -1.8209 0.0863 0.9931 -1.814 3.356 -0.123
N -1.7410 1.2060 0.6473 -0.536 -2.445 1.250
H -2.3113 -0.7666 1.4127 0.524 -0.296 -0.039
```
Positions in Å, forces in eV/Å.

The calculation puts the molecular weight at 112.1 Da. The total energy is -379.947734 Ha. Its structure (SMILES) is [H]/N=C(\C)C(=C)O.C#N. The strongest force on any atom is 0.07421 hartree/bohr. The calculation puts the frontier orbital gap at 9.604 eV. The relative energy (zero: lowest compared OMol25 entry of this formula, charge and spin) is 368.7 kJ/mol.


Entry 5:
Below is a cluster of 2 separate species, C6H14 in total, with properties calculated with ωB97M-V with the def2-TZVPD basis set.

Structure (XYZ):
```
20
Properties=species:S:1:pos:R:3:forces:R:3
C -1.6419 1.0922 -0.2364 -0.042 0.043 -0.019
C -0.6785 0.1771 -0.2075 0.009 0.034 -0.088
C -0.9217 -1.2494 -0.6386 -0.024 -0.018 -0.012
C 0.7465 0.5836 0.1229 -0.005 0.080 -0.018
C 1.5035 -0.3055 1.1168 -0.013 -0.056 0.008
C 1.4958 0.6618 -1.2124 0.089 0.012 -0.106
H -1.4695 2.1097 0.1112 0.036 -0.137 -0.180
H -2.6435 0.8631 -0.5969 0.130 -0.042 0.197
H -0.5288 -1.4312 -1.6466 -0.022 0.021 0.149
H -1.9901 -1.4851 -0.6474 0.154 0.092 -0.026
H -0.4288 -1.9645 0.0309 -0.085 0.138 -0.067
H 0.7004 1.5933 0.5528 -0.003 -0.119 -0.104
H 1.6434 -1.3241 0.7355 -0.056 0.152 0.028
H 1.0032 -0.3709 2.0902 0.011 0.024 -0.183
H 2.5034 0.1128 1.2864 -0.172 -0.071 -0.016
H 0.9309 1.2841 -1.9140 0.176 -0.059 0.060
H 2.4998 1.0803 -1.0930 -0.082 -0.058 0.010
H 1.5932 -0.3380 -1.6532 0.047 0.155 0.051
H -2.5484 -0.4955 1.8668 -0.036 -0.102 0.165
H -1.8461 -0.6207 2.0640 -0.111 -0.088 0.152
```
Positions in Å, forces in eV/Å.

The calculation puts the molecular weight at 86.2 Da. The total energy is -236.948425 Ha. Its structure (SMILES) is C=C(C)C(C)C.[H][H]. The strongest force on any atom is 0.00466 hartree/bohr. The calculation puts the frontier orbital gap at 10.307 eV. The relative energy (zero: lowest compared OMol25 entry of this formula, charge and spin) is 165.4 kJ/mol.


Question: What is the total energy in the second record?
Answer: -1051.819198 Ha


Question: Among the records above, which one has the highest molecular weight?
Answer: C60H47F9O8V2